14
Properties=species:S:1:pos:R:3 method="wB97M-V/def2-TZVPD" total_charge=+1 e_lumo_ev="-5.7 / -5.6" relative_energy_kcal_mol=228.8 e_homo_ha="-0.4821 / -0.4659" gap_ha="0.271 / 0.262"
C -1.782 -0.997 0.345
C -2.107 0.215 -0.315
C -0.511 -0.804 0.771
C 2.923 -0.229 -0.680
C 1.114 0.926 0.739
N -1.057 1.023 -0.326
N -0.033 0.466 0.435
H -2.285 -1.853 0.423
H -3.030 0.535 -0.891
H 0.137 -1.456 1.291
H 2.432 -1.112 -0.921
H 3.983 -0.399 -0.478
H 1.482 1.736 0.274
H -1.267 1.951 -0.666

14
Properties=species:S:1:pos:R:3 method="wB97M-V/def2-TZVPD" total_charge=0 e_lumo_ev="-1.5 / -1.9" relative_energy_kcal_mol=118.8 e_homo_ha="-0.3288 / -0.3049" gap_ha="0.273 / 0.235"
C 0.779 1.134 -1.394
C 0.071 1.042 -0.045
C -0.052 -0.353 0.441
C -0.721 -0.942 1.629
O -0.584 -2.260 1.095
C -0.056 -1.676 -0.139
N 0.019 -2.102 -1.308
H 1.825 0.844 -1.267
H 0.766 2.143 -1.815
H 0.318 0.434 -2.092
H 0.599 1.656 0.702
H -0.957 1.452 -0.057
H -0.232 -0.747 2.593
H -1.775 -0.625 1.656

53
Properties=species:S:1:pos:R:3 method="wB97M-V/def2-TZVPD" total_charge=0 e_lumo_ev=-0.3 e_homo_ha=-0.3663 gap_ha=0.357
N -5.210 0.852 -0.871
B -3.770 0.814 -0.771
O -3.069 0.703 0.418
B -2.123 -0.297 0.332
O -1.391 -0.514 -0.832
B -2.261 -0.362 -1.896
N -2.498 -1.415 -2.884
C -3.222 -2.294 -2.471
S -4.144 -3.389 -1.866
O -2.962 0.815 -1.941
H -5.454 0.233 -1.638
H -5.548 1.758 -1.176
H -1.979 -1.018 1.264
C -0.337 -5.209 -1.168
Br -0.463 -3.431 -0.443
Br -1.674 -6.373 -0.422
Br -0.390 -5.191 -3.093
H 0.625 -5.605 -0.879
C 2.891 -1.172 0.007
Br 3.996 -2.569 -0.724
Br 2.275 -1.606 1.777
Br 3.773 0.539 -0.038
H 2.016 -1.099 -0.622
C -5.640 3.510 2.390
Br -5.142 4.204 0.660
Br -6.908 4.645 3.294
Br -6.252 1.700 2.226
H -4.744 3.490 2.992
C 5.814 4.567 -0.586
Br 5.652 3.495 -2.180
Br 5.118 6.340 -0.847
Br 5.009 3.698 0.931
H 6.869 4.667 -0.377
C -2.792 4.304 -2.913
Br -2.295 5.019 -1.192
Br -4.676 3.916 -3.024
Br -2.237 5.463 -4.344
H -2.266 3.368 -3.035
C -1.253 -9.261 3.044
Br 0.262 -8.188 2.534
Br -1.664 -9.062 4.913
Br -2.794 -8.906 1.942
H -0.980 -10.292 2.884
C 1.958 -2.236 5.678
Br 2.168 -2.972 7.444
Br 0.137 -2.376 5.061
Br 2.608 -0.425 5.580
H 2.566 -2.829 5.011
C 8.350 5.888 -3.585
Br 9.768 4.908 -4.440
Br 8.879 6.534 -1.849
Br 7.693 7.313 -4.698
H 7.532 5.199 -3.433

67
Properties=species:S:1:pos:R:3 method="wB97M-V/def2-TZVPD" total_charge=+1 e_lumo_ev=-3.2 relative_energy_kcal_mol=0.0 e_homo_ha=-0.3823 gap_ha=0.266
K -0.447 -6.259 1.426
K 4.276 -6.782 -0.432
C 1.155 -6.054 -1.811
O 1.520 -6.341 -0.518
H 0.881 -6.962 -2.385
H 0.298 -5.358 -1.901
H 1.971 -5.570 -2.388
C 3.275 -7.533 -4.688
C 3.658 -6.077 -4.839
O 5.065 -5.937 -5.084
C 5.863 -5.817 -4.040
O 5.544 -5.949 -2.876
O 7.082 -5.558 -4.467
C 8.031 -5.189 -3.466
H 2.207 -7.666 -4.498
H 3.783 -7.995 -3.839
H 3.513 -8.083 -5.599
H 3.364 -5.496 -3.966
H 3.184 -5.643 -5.716
H 8.022 -5.867 -2.617
H 7.866 -4.157 -3.151
H 9.021 -5.217 -3.916
C -0.355 -9.776 -0.936
C 1.087 -9.963 -0.490
O 1.226 -10.991 0.487
C 1.116 -12.231 0.019
O 1.027 -12.533 -1.139
O 1.145 -13.069 1.048
C 0.786 -14.412 0.750
H -0.466 -8.775 -1.356
H -0.985 -9.788 -0.042
H -0.626 -10.542 -1.654
H 1.448 -9.029 -0.053
H 1.751 -10.142 -1.339
H 1.466 -14.859 0.027
H -0.231 -14.484 0.362
H 0.833 -14.960 1.686
C -2.220 -2.351 -7.753
C -1.905 -3.044 -6.443
O -0.478 -3.109 -6.261
C 0.021 -2.684 -5.110
O -0.580 -2.222 -4.178
O 1.335 -2.899 -5.150
C 2.121 -2.182 -4.207
H -3.289 -2.429 -7.938
H -1.634 -2.774 -8.567
H -1.936 -1.296 -7.715
H -2.248 -4.080 -6.522
H -2.415 -2.580 -5.604
H 2.143 -2.725 -3.256
H 1.729 -1.181 -4.048
H 3.157 -2.140 -4.535
C 0.150 -6.415 -6.738
C -0.734 -6.737 -5.577
O -1.488 -7.930 -5.825
C -1.194 -9.023 -5.125
O -0.257 -9.189 -4.391
O -2.137 -9.935 -5.367
C -1.953 -11.188 -4.716
H -0.363 -6.277 -7.690
H 0.943 -7.154 -6.877
H 0.685 -5.473 -6.569
H -1.440 -5.941 -5.338
H -0.139 -6.854 -4.665
H -2.747 -11.825 -5.092
H -2.019 -11.089 -3.635
H -0.993 -11.626 -4.989

32
Properties=species:S:1:pos:R:3 method="wB97M-V/def2-TZVPD" total_charge=-2 e_lumo_ev=4.7 relative_energy_kcal_mol=11.1 e_homo_ha=-0.0703 gap_ha=0.245
Cd -0.358 1.454 0.938
O -2.199 4.935 0.689
Cl -1.474 4.092 1.639
O -1.381 4.703 2.929
O -0.201 3.773 1.097
O -2.323 2.854 1.770
S -1.819 -0.642 0.377
C -1.742 -0.700 -1.306
C -2.701 -1.536 -1.908
C -2.926 -1.531 -3.283
C -3.984 -2.286 -3.870
N -4.829 -2.830 -4.461
C -2.076 -0.746 -4.133
C -1.115 0.084 -3.556
C -0.870 0.134 -2.185
S 0.382 1.058 -1.548
C -2.201 -0.737 -5.569
N -2.304 -0.602 -6.723
H -3.259 -2.207 -1.237
H -0.494 0.651 -4.183
S 0.633 0.893 3.331
C 2.073 -0.044 2.933
C 1.965 -1.330 2.349
C 3.118 -2.112 2.306
C 4.347 -1.639 2.752
C 4.457 -0.339 3.321
C 3.305 0.457 3.363
H 1.024 -1.734 1.997
H 3.065 -3.181 1.984
H 5.236 -2.265 2.650
H 5.441 -0.039 3.684
H 3.212 1.412 3.852

104
Properties=species:S:1:pos:R:3 method="wB97M-V/def2-TZVPD" total_charge=0 smiles="CCNc1ccc2c(c1)C(=O)c1ccccc1C2=O.FC(F)C(F)(F)COC(F)(F)C(F)F.FC(F)C(F)(F)COC(F)(F)C(F)F.FC(F)C(F)(F)COC(F)(F)C(F)F.FC(F)C(F)(F)COC(F)(F)C(F)F" e_lumo_ev=-1.6 e_homo_ha=-0.3064 gap_ha=0.248
C -2.802 0.329 8.448
C -2.108 -1.142 8.653
N -0.596 -1.159 8.482
C -0.261 -0.660 7.088
C -1.022 -1.397 5.818
C -0.691 -0.816 4.317
C 0.360 0.450 4.177
C 1.146 1.146 5.467
C 0.820 0.572 6.968
C 2.203 2.410 5.178
O 3.365 2.567 5.852
C 1.669 3.490 4.018
C 1.945 5.094 4.217
C 1.352 6.111 3.070
C 0.519 5.426 1.802
C 0.288 3.817 1.591
C 0.878 2.800 2.735
C 0.717 1.136 2.695
O 0.825 0.430 1.558
H -2.602 0.826 7.396
H -3.981 0.149 8.487
H -2.587 1.094 9.336
H -2.304 -1.453 9.789
H -2.630 -2.006 8.017
H -0.109 -0.579 9.206
H -1.777 -2.269 6.013
H -1.243 -1.331 3.414
H 1.360 1.087 7.881
H 2.545 5.455 5.157
H 1.517 7.261 3.208
H 0.076 6.201 1.017
H -0.321 3.423 0.657
F 2.002 -4.730 4.520
C 3.021 -4.726 3.631
F 3.064 -5.978 3.099
C 4.355 -4.373 4.279
F 4.715 -5.299 5.207
F 5.326 -4.424 3.312
C 4.418 -2.974 4.910
O 4.202 -2.912 6.322
C 2.836 -2.854 6.729
F 2.052 -2.664 5.642
F 2.722 -1.721 7.474
C 2.414 -4.068 7.566
F 2.567 -5.227 6.875
F 1.101 -3.994 7.910
H 2.777 -4.032 2.821
H 5.449 -2.621 4.780
H 3.810 -2.240 4.368
H 3.007 -4.141 8.481
F -1.695 3.604 -4.097
C -2.687 4.366 -3.581
F -2.135 5.583 -3.326
C -3.275 3.768 -2.308
F -2.346 3.699 -1.318
F -4.245 4.619 -1.845
C -3.930 2.389 -2.484
O -3.123 1.262 -2.131
C -2.247 0.793 -3.154
F -2.541 1.421 -4.318
F -2.570 -0.515 -3.345
C -0.767 0.910 -2.769
F -0.419 2.197 -2.515
F 0.038 0.483 -3.777
H -3.455 4.506 -4.346
H -4.768 2.351 -1.777
H -4.399 2.268 -3.468
H -0.546 0.319 -1.876
F -7.200 -0.325 -7.098
C -6.593 0.630 -6.358
F -7.386 1.733 -6.441
C -5.187 0.944 -6.854
F -5.209 1.450 -8.116
F -4.667 1.938 -6.067
C -4.204 -0.236 -6.800
O -4.016 -0.952 -8.023
C -4.973 -1.976 -8.286
F -5.739 -2.166 -7.185
F -4.255 -3.122 -8.441
C -5.799 -1.707 -9.550
F -6.488 -0.542 -9.456
F -6.720 -2.686 -9.751
H -6.583 0.310 -5.312
H -3.217 0.192 -6.585
H -4.399 -0.908 -5.956
H -5.158 -1.649 -10.433
F 4.458 -2.504 -5.090
C 5.376 -2.730 -4.124
F 4.930 -3.808 -3.424
C 5.557 -1.530 -3.202
F 4.411 -1.248 -2.527
F 6.479 -1.862 -2.244
C 6.063 -0.255 -3.893
O 5.065 0.706 -4.245
C 4.417 0.484 -5.497
F 5.062 -0.502 -6.166
F 4.617 1.618 -6.222
C 2.913 0.222 -5.349
F 2.671 -0.872 -4.583
F 2.336 -0.015 -6.556
H 6.321 -3.013 -4.598
H 6.691 0.267 -3.160
H 6.741 -0.468 -4.728
H 2.409 1.075 -4.886